# 1
16
Properties=species:S:1:pos:R:3 method="wB97M-V/def2-TZVPD" orbital_gap_ev=10.9 e_homo_ev=-10.58 total_charge=0 spin_multiplicity=1 energy_ha=-474.48820
N -2.02870 -0.20820 0.88748
C -2.09934 -0.73969 -0.34764
O -1.17536 -1.72774 -0.53559
O -2.71058 -0.25640 -1.27015
H -1.34531 -0.57794 1.51937
H -2.34621 0.73688 1.02287
H -1.52139 -2.37747 -1.13356
H 3.66729 -0.27400 0.44566
H 2.34294 0.05912 -0.26743
O 2.83061 0.23303 0.56325
H 0.68927 -0.68291 -1.42722
H -0.01488 0.60276 -1.76469
O 0.80649 0.25289 -1.43265
H 1.18321 0.95839 1.57911
H 1.06619 2.26592 0.74755
O 0.65575 1.73536 1.41363

# 2
14
Properties=species:S:1:pos:R:3 method="wB97M-V/def2-TZVPD" orbital_gap_ev="9.1 / 9.1" e_homo_ev="-8.75 / -8.75" total_charge=0 spin_multiplicity=1 energy_ha=-357.91502
C 1.39924 0.95139 -0.69725
N 0.66483 -0.06831 -1.19640
C 0.21771 -0.56222 0.00838
N 0.36043 -1.87912 0.32128
C -1.09971 -0.02325 0.57137
O -1.59095 -0.54470 1.55805
N -1.66113 0.99444 -0.12396
H 2.31714 0.74502 -0.13947
H 0.82896 0.60247 0.67207
H 1.45311 1.89985 -1.25180
H -0.16050 -2.21306 1.12055
H 1.21483 -2.34717 0.06674
H -1.36085 1.16011 -1.07235
H -2.58312 1.28455 0.16279